64
Properties=species:S:1:pos:R:3:forces:R:3:mulliken_charge:R:1 method="wB97M-V/def2-TZVPD" multiplicity=2 de_lowest_ev=0.340 s_squared=0.78 homo_lumo_gap_ev="6.729 / 6.002" charge=-2 total_energy_ev=-154747.6993 e_lumo_ev="4.056 / 3.234" homo_ev="-2.67 / -2.77"
F -0.401 5.246 -2.361 -0.26 0.92 -0.89 -0.463
H 3.840 -1.668 4.025 0.74 -1.04 0.51 0.347
H 2.860 0.198 5.116 -0.28 0.36 -0.53 0.296
H 2.566 1.302 -3.608 0.02 -0.22 0.24 0.399
H -5.384 -1.230 -2.890 -0.36 -0.53 0.14 0.349
F 0.969 4.768 -0.414 0.46 0.29 -0.26 -0.490
C 2.983 -1.256 3.576 -1.65 1.83 -1.08 -0.808
H -3.991 -1.875 1.666 -0.21 -0.24 0.11 0.510
C -4.497 -1.167 -2.279 0.40 1.00 -0.62 -0.590
C 0.800 -1.468 -2.554 0.21 -0.05 -0.57 0.847
C -0.003 -3.482 -3.866 -1.23 0.41 -1.37 -1.339
F 1.637 3.807 -2.682 0.96 0.46 -0.06 -0.472
N 0.080 -2.016 -1.466 -1.69 -0.01 -0.10 -0.154
N 1.101 -1.375 0.428 -0.15 -0.27 -0.68 0.382
H 1.703 -2.391 -5.650 0.10 0.42 -0.03 0.299
F -1.178 3.657 -0.689 -0.25 0.16 0.23 -0.557
S -1.571 2.607 4.305 -0.26 0.02 -0.34 -0.148
N -1.067 -0.497 -0.006 -0.67 1.02 -0.01 0.606
H -3.626 0.084 -3.814 -0.10 0.15 -0.23 0.457
N 2.282 5.529 6.045 -0.23 -0.76 -0.96 -0.545
C 2.854 -3.096 1.887 -0.17 -0.52 -0.32 -1.323
H 0.348 -4.285 -3.249 0.12 -0.66 0.32 0.326
As 0.262 3.857 -1.688 -0.60 -2.31 2.41 2.060
C -0.581 3.749 5.009 -0.24 0.13 0.66 0.426
C -0.053 -1.214 -0.254 0.83 -0.34 -1.45 -0.737
C 0.978 0.277 2.222 -1.13 1.30 0.17 0.153
H -2.661 -2.929 1.143 -0.01 0.20 0.08 0.256
H 2.893 -0.256 -5.629 -0.02 0.25 0.42 0.349
C 2.338 -0.526 -4.729 -0.29 -0.58 -0.25 -0.638
C -4.407 -1.700 -0.991 0.83 1.43 -1.19 -0.835
H -5.297 -2.205 -0.670 0.08 -0.45 0.78 0.418
H 1.163 0.482 -1.692 0.49 -0.56 -0.58 0.218
C 1.648 -1.736 -4.776 -0.66 -1.36 0.46 -0.632
C -3.250 -1.385 -0.257 -0.76 -0.87 0.71 1.541
H 3.408 -3.131 0.928 -0.80 0.37 -0.15 0.322
C -0.976 4.187 6.346 0.80 -0.01 -0.26 -0.066
H -2.389 -1.293 1.733 0.98 0.88 0.49 0.290
C 1.645 4.926 5.282 -1.70 0.44 0.59 0.051
H -1.663 0.567 -2.507 2.09 1.51 -0.72 0.833
C 2.414 -1.712 2.389 0.83 -0.56 -0.07 0.824
C -2.246 -0.618 -0.830 1.46 -0.24 0.73 -0.937
C 0.861 -2.263 -3.721 0.43 1.83 -0.34 0.341
H 0.990 1.413 4.020 -0.24 0.67 0.40 0.103
C -2.354 -0.059 -2.092 -2.44 -1.46 0.33 -0.173
H 3.670 -3.479 2.515 -0.58 -0.05 0.48 0.364
C 2.194 0.281 -3.609 -0.86 -0.46 0.48 -0.805
C 1.433 0.589 3.511 0.13 0.13 -0.34 0.012
C 0.598 4.267 4.434 2.28 0.18 -0.23 0.339
F -2.926 1.541 1.412 0.84 0.14 -0.01 -0.970
H -1.108 -3.330 -3.652 1.26 0.19 0.20 0.259
H 1.686 -1.993 -0.159 -0.06 0.61 1.40 0.324
C -3.030 -1.893 1.160 -1.48 -0.96 -1.01 -1.780
Ca -0.771 1.907 1.303 -0.73 -0.36 -0.15 0.883
C 1.483 -0.868 1.712 1.19 -2.18 -0.27 0.011
C 1.412 -0.199 -2.532 -0.11 0.51 0.17 0.097
H 1.992 -3.854 1.844 1.24 1.07 0.05 0.219
H -0.869 -2.331 -1.769 1.14 0.34 0.28 0.315
S 1.157 4.023 2.848 -0.60 0.05 0.46 -0.159
F -0.453 2.775 -2.806 -0.54 -0.22 -0.62 -0.447
F 0.798 2.380 -0.736 0.11 0.50 -0.44 -0.561
C -3.507 -0.331 -2.830 0.06 -0.82 1.20 -0.987
C 2.468 -0.057 4.118 1.01 -1.52 1.13 -1.066
H -0.048 -3.774 -4.941 0.44 -0.10 0.72 0.381
N -1.206 4.524 7.424 -0.20 -0.05 -0.21 -0.526

56
Properties=species:S:1:pos:R:3:forces:R:3:mulliken_charge:R:1 method="wB97M-V/def2-TZVPD" multiplicity=5 de_lowest_ev=0.000 s_squared=6.03 homo_lumo_gap_ev="6.905 / 6.376" charge=+1 total_energy_ev=-134764.1504 e_lumo_ev="-2.802 / -4.866" homo_ev="-9.71 / -11.24"
H -2.850 -1.112 -5.227 0.00 0.00 0.00 0.392
C 0.150 3.379 4.880 -0.02 0.02 -0.02 -0.583
C 3.714 -2.918 -1.016 0.00 0.00 0.01 -0.749
C 1.193 1.210 4.834 0.01 0.01 0.01 -0.590
C -1.283 -1.935 -4.017 0.02 -0.02 0.03 -0.645
H 3.209 -0.919 -1.620 0.01 -0.01 0.00 0.473
C 1.547 1.219 -0.822 -0.02 0.00 0.01 0.048
S -0.319 -3.054 1.084 -0.07 0.00 0.03 -0.428
H -4.348 -0.537 1.985 0.01 0.03 0.00 0.341
H 0.273 -2.506 -2.654 0.01 0.00 0.00 0.382
As 0.438 -0.323 -0.536 0.07 -0.05 -0.04 0.258
C -0.451 -1.746 -2.919 -0.03 -0.02 0.00 -0.446
H -1.196 -2.839 -4.606 0.00 0.00 0.00 0.420
H -5.436 -1.486 -1.331 0.00 0.00 0.01 0.239
H -3.036 0.962 -3.884 0.00 0.00 0.00 0.409
H -5.773 -1.096 1.062 0.00 0.00 0.01 0.520
H 1.321 1.280 -2.961 0.00 0.01 -0.01 0.408
S -1.693 1.225 2.030 -0.08 0.09 0.00 -0.420
C 1.644 -1.820 -0.469 0.00 -0.03 0.01 -0.263
H 3.388 3.382 1.015 0.00 0.00 0.00 0.428
H 1.929 0.510 5.209 0.00 0.00 0.00 0.429
C 1.775 1.740 -2.091 0.00 -0.03 0.00 -0.171
H -1.451 3.686 3.477 0.00 0.00 0.00 0.454
S 0.460 -0.802 3.144 0.05 0.02 0.03 -0.322
O -2.680 -1.024 0.082 0.11 -0.18 0.07 -0.762
C 3.296 -4.048 -0.327 -0.01 -0.01 0.01 -0.596
C 2.886 -1.805 -1.086 -0.01 0.01 -0.03 -0.068
C 2.591 2.853 -2.236 0.01 0.01 0.02 -0.662
C 1.099 2.488 5.364 0.02 -0.03 0.00 -0.590
C -2.213 -0.966 -4.364 -0.02 0.02 0.01 -0.558
C -3.918 -1.056 -0.039 -0.11 0.10 0.02 0.601
C 2.938 2.920 0.147 0.01 0.00 0.01 -0.681
C 2.120 1.811 0.300 -0.02 0.00 0.00 -0.318
C 3.172 3.439 -1.120 -0.01 -0.01 -0.01 -0.458
C -0.558 -0.584 -2.167 0.01 0.10 -0.03 0.256
C -4.842 -0.540 1.019 0.02 -0.04 -0.02 -1.241
H 2.774 3.261 -3.221 0.00 0.00 0.00 0.418
H 1.769 2.787 6.158 0.00 0.00 0.00 0.401
H -3.827 -1.779 -1.918 0.01 -0.01 -0.02 0.198
C 1.231 -2.951 0.243 0.05 0.02 -0.05 0.743
H 0.078 4.375 5.296 0.00 0.00 0.00 0.394
Os -1.096 -0.927 1.522 -0.07 -0.02 -0.03 2.562
I -5.327 1.481 0.529 -0.01 -0.02 0.02 0.134
H 3.939 -4.917 -0.269 0.00 0.00 0.00 0.393
C -2.318 0.200 -3.611 0.00 -0.01 -0.02 -0.763
C -1.497 0.388 -2.511 0.02 -0.01 0.02 -0.227
C 0.332 0.822 3.814 -0.02 0.01 0.00 0.309
N -4.446 -1.532 -1.159 0.04 0.03 -0.02 -0.309
H 1.740 -4.946 0.851 0.00 0.00 0.00 0.467
C -0.710 2.997 3.862 0.01 0.02 0.02 -0.733
C 2.061 -4.070 0.302 0.02 -0.01 -0.01 -0.644
H 1.926 1.409 1.289 0.01 0.01 0.00 0.285
H -1.591 1.291 -1.916 0.00 0.00 -0.01 0.460
H 3.807 4.307 -1.237 0.00 0.00 0.00 0.391
H 4.683 -2.902 -1.497 0.00 0.00 0.00 0.416
C -0.619 1.716 3.330 0.00 -0.04 -0.02 0.595

62
Properties=species:S:1:pos:R:3:forces:R:3:mulliken_charge:R:1 method="wB97M-V/def2-TZVPD" multiplicity=4 de_lowest_ev=0.345 s_squared=3.77 homo_lumo_gap_ev="6.757 / 6.909" charge=-1 total_energy_ev=-360903.0039 e_lumo_ev="2.411 / 2.398" homo_ev="-4.35 / -4.51"
C 2.829 0.982 -2.431 0.04 -0.03 -0.07 0.263
C -0.817 -1.370 -2.034 -0.10 0.00 -0.12 0.207
C 0.076 0.283 4.025 0.02 0.04 0.03 -0.307
H 1.867 4.218 -1.730 0.02 0.00 0.00 0.244
N -2.422 -2.020 0.954 0.00 0.15 0.06 0.129
H 3.886 -0.685 -3.262 0.01 0.01 0.00 0.428
H -0.876 -1.840 3.124 0.01 -0.04 0.02 -0.273
C 1.827 3.130 -1.616 0.04 0.04 0.00 -0.222
H -1.952 -1.765 0.095 0.13 -0.06 -0.06 -0.218
H -4.210 -0.514 3.087 -0.01 -0.01 0.02 0.236
C -1.624 -2.631 3.159 0.01 0.01 -0.02 0.053
C -3.246 -1.094 1.456 0.08 -0.14 0.01 0.183
H 3.080 -1.336 2.234 0.00 0.00 0.01 0.475
C 2.235 -0.892 2.745 -0.03 0.00 -0.02 -0.728
H 0.201 4.158 0.327 0.01 -0.01 0.03 0.410
O 1.858 0.233 -2.048 0.02 0.09 0.17 -0.019
C -2.922 -2.097 3.736 -0.04 0.02 -0.07 -0.754
C 3.973 3.133 -2.760 -0.02 -0.01 0.00 -0.700
Br -2.165 -4.370 -4.605 0.00 0.02 0.00 -0.215
H -3.583 -2.928 4.003 -0.01 -0.01 0.01 0.348
O -0.228 -1.216 -0.863 0.00 0.09 0.01 0.246
H -2.598 -3.946 1.753 0.03 -0.03 -0.02 0.246
C -1.853 -0.269 -3.934 -0.09 -0.05 -0.08 0.070
C 4.976 1.134 -3.581 0.06 0.05 -0.03 -0.364
Br -2.319 1.369 -4.761 0.01 -0.03 0.01 -0.197
O 1.679 0.191 0.741 -0.02 -0.07 0.16 -0.841
Br -0.522 -4.144 -1.710 -0.03 0.05 0.05 -0.219
H 2.675 -1.768 4.627 0.00 0.01 -0.01 0.375
Cr 0.461 0.647 -0.731 0.12 -0.65 -0.46 -0.978
C 3.925 0.388 -3.120 -0.06 0.01 0.02 -0.860
S -3.860 0.165 0.517 -0.06 -0.01 0.19 -0.464
C 2.887 2.396 -2.252 -0.04 0.05 0.03 0.728
H -2.730 -1.520 4.643 0.00 0.02 0.01 0.371
H -1.930 3.222 0.849 -0.01 0.02 0.00 0.535
H -1.269 2.040 2.579 0.01 -0.01 0.02 0.156
Br -3.068 -1.583 -6.167 0.01 0.00 0.02 -0.218
N -0.703 1.506 0.699 -0.22 0.23 -0.03 1.139
N -3.586 -1.232 2.764 -0.03 0.11 -0.01 -0.165
C 0.257 0.494 2.650 -0.10 0.03 -0.01 0.727
C -2.162 -1.515 -4.507 0.03 0.12 0.01 0.225
H -0.974 -3.453 1.264 0.05 0.01 -0.06 0.382
H -0.574 4.147 -1.272 0.00 0.04 0.00 0.560
H 5.790 0.637 -4.097 -0.01 0.00 0.01 0.387
C 5.020 2.531 -3.409 -0.02 -0.07 0.00 -0.788
O -0.862 0.956 -2.147 0.06 -0.08 -0.01 -0.512
C -1.785 -2.674 -3.857 0.03 -0.02 0.09 0.307
N 0.859 2.627 -0.953 -0.13 0.32 -0.04 0.553
C 1.381 -0.060 1.971 0.04 0.01 -0.05 0.625
H -0.764 0.771 4.512 -0.01 -0.02 -0.02 0.365
H 5.851 3.111 -3.785 0.00 -0.01 0.00 0.371
C -1.885 -3.113 1.746 -0.05 0.00 -0.05 -0.741
C 2.001 -1.120 4.078 -0.01 -0.01 0.06 -0.469
C -1.190 -0.177 -2.724 0.08 0.09 0.12 -0.058
C -0.640 1.389 1.964 0.01 -0.01 0.09 -0.814
C 0.920 -0.524 4.749 0.06 0.00 -0.03 -0.710
H -2.012 2.323 -0.689 0.01 -0.02 -0.02 0.243
C -1.355 2.664 0.105 0.07 -0.06 0.06 -0.795
C -1.112 -2.590 -2.622 0.03 -0.05 0.00 -0.123
H 3.969 4.210 -2.623 -0.01 -0.01 0.01 0.334
H 0.761 -0.692 5.806 0.01 0.00 -0.01 0.391
C -0.208 3.517 -0.460 0.05 -0.07 -0.05 -1.035
H -1.238 -3.436 3.786 -0.03 -0.01 0.00 0.475